1.
DFT (wB97M-V/def2-TZVPD) results for C5H7Cl in the gas phase in a non-equilibrium geometry.

```
13
Properties=species:S:1:pos:R:3:forces:R:3
C -1.79818 -0.37391 -0.02750 0.6036 0.0760 -0.1781
C -0.98327 0.86260 -0.04805 -1.5464 2.0884 -0.0263
C 0.32726 0.91585 0.16816 0.0512 -0.3943 0.5129
C 1.16381 -0.37714 0.33542 -0.1280 1.3892 -0.0638
C 2.33473 -0.49867 -0.28558 -0.5921 0.8577 0.1390
H -1.44013 -0.96490 -0.84068 -0.3577 -0.7743 -0.7339
H -1.55426 -0.88249 0.86469 0.0788 -0.8339 0.9925
H -1.60637 1.80056 -0.23221 1.1897 -1.1103 0.3304
H 0.68739 1.97509 0.22884 0.5487 -1.4183 -0.1971
H 0.83269 -1.22094 0.95926 -0.4010 0.5273 -0.4214
H 2.71869 0.39133 -0.78534 0.1585 -0.4845 -0.2200
H 2.87356 -1.42435 -0.29591 0.3931 -0.1623 0.1002
Cl -3.55594 -0.20304 -0.04112 0.0016 0.2393 -0.2345
```
Positions in Å, forces in eV/Å.

Properties
Charge = 0
SMILES = C=C/C=C\CCl
E_LUMO = 1.09 eV

Atomic partial charges in e from the natural (NBO) method, atoms 1 to 4:
1 C -0.429
2 C -0.180
3 C -0.246
4 C -0.235


2.
DFT (wB97M-V/def2-TZVPD) results for C4H10S2 in the gas phase in a non-equilibrium geometry.

```
16
Properties=species:S:1:pos:R:3:forces:R:3
C 1.20213 -2.41154 0.56605 -1.5286 -1.6645 -1.8773
C 0.61953 -0.05215 -0.96994 -1.7294 0.0895 0.4590
C -0.89544 0.31340 -0.58917 3.2455 1.6185 -1.2807
C -1.57709 1.04075 -1.70966 -1.8875 1.6319 0.3401
H 1.48539 -2.77937 -0.45413 -0.3117 -0.0011 0.7697
H 1.85145 -2.97100 1.24075 0.2655 0.8275 0.2222
H 0.15191 -2.84253 0.77081 1.3107 1.1334 -0.2459
H 1.20948 0.81181 -1.30564 -0.4914 0.0100 0.1726
H 0.71483 -0.81147 -1.73619 -0.3864 -0.1435 -0.3834
H -1.43494 -0.51108 -0.33450 -1.1986 -2.7010 0.3561
H -0.95261 1.86506 -2.17479 -0.7367 -1.1842 0.3576
H -2.42618 1.53731 -1.13882 0.6554 -0.0849 -1.2305
H -2.11452 0.38259 -2.42843 0.9301 0.3967 0.1736
H -0.66151 0.41042 1.87984 -0.3500 1.0190 -1.2478
S 1.42308 -0.62386 0.47084 1.7902 -0.5352 2.1744
S -1.04296 1.34670 0.89775 0.4229 -0.4119 1.2405
```
Positions in Å, forces in eV/Å.

Properties
Charge = 0
SMILES = CSC[C@H](C)S
E_LUMO = 0.84 eV

Atomic partial charges in e from the natural (NBO) method, atoms 1 to 4:
1 C -0.779
2 C -0.571
3 C -0.325
4 C -0.641


3.
DFT (wB97M-V/def2-TZVPD) results for 3 unconnected molecules or ions with the total composition C3H12NO2 in a non-equilibrium geometry.

```
18
Properties=species:S:1:pos:R:3:forces:R:3
C -2.76048 -0.12873 0.06543 -0.9623 -0.8504 -0.1283
C -1.26837 -0.06037 0.10788 -0.7054 1.7402 -0.6812
C -0.48063 -0.93450 0.70291 1.4532 2.3142 -0.3731
N 0.99197 -0.75185 0.52751 -0.0259 0.6906 -0.2560
H -3.13753 0.90555 -0.16595 -0.0380 -1.4220 -0.0601
H -3.11080 -0.97254 -0.65241 0.4568 1.8275 0.8669
H -3.15223 -0.43070 1.04741 -0.0248 0.1392 -0.2312
H -0.99020 0.94443 -0.38850 0.7539 -2.1856 0.6500
H -0.63525 -1.67444 1.40112 -1.1812 -1.7195 0.9622
H 1.07867 -1.07620 -0.42796 1.2399 0.1528 -0.5283
H 1.29782 0.23728 0.54753 -0.5904 0.0870 -0.2114
H 1.65797 -1.22822 1.13386 -0.5572 -0.5054 0.1268
H 1.92568 2.12291 1.64179 -1.6181 0.2172 -0.8265
H 1.27025 2.91667 0.58501 0.7122 4.3932 -2.9774
O 1.10695 2.18611 1.05927 1.0957 -4.7196 3.8495
H 2.22234 0.07964 -2.58928 0.2063 0.4685 -0.8759
H 1.96978 -1.47389 -2.55296 0.2071 0.2595 -0.5054
O 2.01406 -0.66115 -2.04267 -0.4218 -0.8873 1.1994
```
Positions in Å, forces in eV/Å.

Properties
Charge = +1
E_LUMO = -3.09 eV

Atomic partial charges in e from the natural (NBO) method, atoms 1 to 4:
1 C -0.667
2 C -0.127
3 C -0.102
4 N -0.719


4.
DFT (wB97M-V/def2-TZVPD) results for a molecular structure, C40H69BIrN7O6P2S3 in a non-equilibrium geometry.

```
129
Properties=species:S:1:pos:R:3:forces:R:3
Ir 0.21163 -0.59022 -0.39923 -2.6137 -1.1894 -1.5713
C 1.56290 -5.76366 -1.36826 -0.1641 0.0299 0.0629
C 1.22192 -4.92277 -2.59895 0.0986 -0.0393 -0.0097
C 1.33227 -5.82059 -3.82983 -0.1163 0.0285 -0.0292
C 2.16081 -3.73230 -2.76710 -0.0975 -0.0028 0.0368
N -0.19200 -4.40765 -2.50054 0.0333 0.0807 -0.0193
C -1.15556 -4.63199 -3.46530 0.1180 -0.0175 -0.0324
C -2.26527 -3.97153 -3.08525 -0.1138 0.1026 0.0458
N -2.00144 -3.34197 -1.89514 -0.1720 -0.3201 0.0684
B -3.12788 -2.56319 -1.15390 0.2104 0.0068 0.1753
N -3.02004 -2.88652 0.34666 -0.1892 -0.0369 -0.0357
C -3.37094 -4.14902 0.77905 -0.0739 0.0654 -0.1271
C -3.04757 -4.23689 2.07524 0.0767 0.0397 0.1264
N -2.47300 -3.02711 2.44916 0.0692 -0.1067 0.0743
C -2.46075 -2.20644 1.36424 0.0053 -0.0485 0.0076
S -1.90216 -0.58694 1.21024 0.4635 0.1817 -0.3325
C -1.89434 -2.90585 3.82777 0.0489 0.0051 0.1146
C -0.88834 -4.04837 4.01082 -0.0301 0.0094 -0.0876
C -1.16462 -1.59426 4.06759 -0.0042 0.0339 -0.0971
C -3.04348 -3.02728 4.82917 -0.0441 -0.0196 -0.0486
N -3.14855 -1.04355 -1.48933 -0.3064 -0.0719 -0.0386
C -4.26949 -0.28552 -1.24212 -0.0629 -0.1808 -0.0627
C -4.14646 0.87100 -1.91816 0.1064 0.1053 -0.1037
N -2.92698 0.84065 -2.58148 -0.0284 0.1371 0.1803
C -2.32200 -0.32800 -2.25511 -0.1886 -0.0753 -0.2201
S -0.72335 -0.84338 -2.66429 0.7745 0.6290 1.4012
C -2.55478 1.78144 -3.69328 0.0747 0.0729 -0.2120
C -1.16125 2.39307 -3.54224 0.0480 -0.0713 0.2262
C -2.64270 0.99446 -5.00289 -0.0214 -0.0520 0.0434
C -3.55611 2.93482 -3.71741 -0.0110 -0.0806 0.0680
C -0.72474 -3.59753 -1.55012 -0.0851 -0.1868 -0.2683
S 0.08417 -3.01973 -0.12260 0.6554 1.2058 -0.0950
H 2.53484 -6.23623 -1.51610 -0.0271 0.0313 -0.0194
H 0.81590 -6.54931 -1.22875 0.0546 0.0034 -0.0046
H 1.60838 -5.15909 -0.46635 0.0019 0.0059 -0.0024
H 2.33962 -6.23295 -3.85734 -0.0040 0.0308 0.0094
H 1.17758 -5.26197 -4.75468 0.0008 -0.0350 0.0141
H 0.63034 -6.65590 -3.78657 0.0556 -0.0080 -0.0134
H 3.19048 -4.08406 -2.86260 -0.0582 -0.0008 -0.0067
H 2.10286 -3.05869 -1.91565 0.0204 -0.0928 -0.0049
H 1.89956 -3.17017 -3.66707 0.0465 -0.0384 0.0361
H -0.99048 -5.23906 -4.33411 0.0306 0.0029 0.0584
H -3.22991 -3.90015 -3.55910 0.0582 -0.0205 0.0488
H -4.17573 -3.00952 -1.54932 0.0570 -0.0322 -0.0130
H -3.81902 -4.87560 0.12101 -0.0062 0.0949 0.0399
H -3.17806 -5.05586 2.75759 0.0151 0.0602 0.0281
H -0.11000 -3.98758 3.24726 -0.0169 -0.0091 0.0282
H -1.35775 -5.03029 3.95009 0.0303 0.0154 0.0137
H -0.42303 -3.95962 4.99331 -0.0180 -0.0064 -0.0271
H -0.35874 -1.43902 3.35135 -0.0397 0.0180 0.0311
H -0.73360 -1.63466 5.07153 -0.0595 -0.0389 -0.0183
H -1.83475 -0.73954 4.00757 0.0491 -0.0179 -0.0157
H -3.55894 -3.98560 4.74656 0.0045 0.0357 0.0166
H -3.77012 -2.22814 4.67127 0.0145 -0.0211 0.0120
H -2.65046 -2.94287 5.84346 -0.0077 -0.0123 -0.0283
H -5.06945 -0.63632 -0.61174 0.0663 -0.0064 -0.0433
H -4.82243 1.70234 -1.96914 0.0448 -0.0096 -0.0372
H -0.37774 1.64051 -3.52320 -0.0204 -0.0064 0.0156
H -1.09790 2.98621 -2.63140 -0.0334 -0.0309 -0.0904
H -0.98881 3.05098 -4.39550 -0.0321 -0.0150 -0.0051
H -1.92531 0.17246 -5.00583 -0.0027 0.0139 -0.0243
H -2.41038 1.65164 -5.84241 -0.0220 -0.0177 0.0297
H -3.64581 0.58702 -5.14656 0.0208 0.0114 0.0085
H -3.52046 3.49124 -2.77814 -0.0585 0.0155 -0.0328
H -4.57564 2.59851 -3.90968 0.0199 0.0277 -0.0060
H -3.27343 3.61111 -4.52334 0.0040 -0.0140 0.0198
C -2.13284 6.04702 0.09946 -0.0077 -0.1251 0.0365
C -0.79578 5.44980 -0.27925 0.0763 0.2202 0.0223
C -0.20943 6.06762 -1.53076 0.0430 -0.1081 -0.0351
O -1.01177 4.02328 -0.49325 -0.1964 -0.0349 0.0542
P -0.02098 2.90423 -0.01617 0.2246 0.2603 -0.1486
O -0.52777 1.58417 -0.45997 0.5229 -0.3935 -0.0701
C 0.04995 3.04240 1.79141 -0.0029 -0.3543 -0.2259
P 0.71746 1.55856 2.58313 0.2589 0.0945 0.3321
O 0.86918 0.37046 1.73102 0.4183 -0.2402 -0.2246
O -0.20113 1.23687 3.81824 -0.1038 0.0351 0.0126
C -0.45141 2.17216 4.90334 -0.0401 0.1033 0.1854
C -0.08950 1.48188 6.20298 0.0605 -0.0570 -0.0913
C -1.91210 2.57548 4.86661 0.0289 -0.0638 -0.1229
O 2.08056 2.11508 3.16837 0.0252 -0.1171 -0.0377
C 3.01190 1.14517 3.76686 0.1961 -0.0509 0.0590
C 3.71571 1.85950 4.89808 -0.1096 0.0996 -0.0334
C 3.96644 0.62537 2.71133 -0.1354 0.0532 -0.1211
O 1.34348 3.38606 -0.61495 0.0023 0.0028 0.2285
C 2.65183 2.73428 -0.45525 0.3182 -0.1372 -0.0146
C 3.24645 2.61229 -1.83786 -0.1304 0.0668 -0.0546
C 3.49801 3.59537 0.45980 -0.2141 0.1089 0.0208
H -2.01345 7.10348 0.34044 -0.0129 -0.0086 -0.0275
H -2.55346 5.53492 0.96552 -0.0091 0.0426 0.0046
H -2.83145 5.95177 -0.73317 -0.0044 0.0191 0.0258
H -0.09085 5.57782 0.54853 0.0118 -0.1043 -0.0006
H -0.94038 6.05314 -2.34145 0.0169 -0.0010 0.0188
H 0.68001 5.52411 -1.84773 -0.0118 0.0448 0.0122
H 0.06868 7.10241 -1.32557 -0.0395 -0.0060 -0.0428
H -0.98862 3.13572 2.11645 0.0052 0.0375 -0.0263
H 0.61763 3.91600 2.11080 -0.0326 0.0220 -0.0248
H 0.18982 3.04889 4.77319 0.0384 -0.0182 -0.0818
H -0.80858 0.69035 6.42033 0.0378 -0.0021 0.0064
H -0.10170 2.20345 7.02059 -0.0188 -0.0374 0.0049
H 0.90634 1.04046 6.13945 -0.0249 0.0389 0.0421
H -2.53678 1.68163 4.90928 -0.0075 0.0416 0.0231
H -2.16175 3.12204 3.95599 -0.0152 -0.0044 0.0423
H -2.14292 3.21038 5.72232 -0.0058 -0.0049 -0.0124
H 2.42431 0.31282 4.16293 -0.1032 0.0121 -0.0046
H 4.31674 2.68209 4.50526 0.0047 -0.0336 0.0318
H 4.37048 1.16205 5.42145 0.0018 0.0405 -0.0062
H 2.99465 2.26720 5.60862 0.0510 -0.0283 0.0100
H 4.55060 1.44747 2.29166 0.0064 -0.0365 0.0464
H 3.42192 0.12677 1.90731 0.0350 0.0045 0.0165
H 4.64972 -0.09209 3.16880 0.0017 0.0296 -0.0223
H 2.50378 1.73567 -0.03288 -0.1152 0.0045 -0.0140
H 3.41754 3.60410 -2.26273 0.0200 -0.0171 0.0134
H 2.57711 2.05578 -2.49182 0.0427 0.0213 -0.0091
H 4.19537 2.07664 -1.78467 -0.0299 0.0092 -0.0246
H 3.51658 4.61886 0.07945 0.0617 -0.0169 -0.0007
H 4.52017 3.21660 0.48490 -0.0236 -0.0171 -0.0049
H 3.10749 3.60166 1.47742 0.0449 0.0185 -0.0006
N 2.02716 -0.59082 -1.05798 0.7061 0.3275 1.6422
C 2.86521 -0.64565 -2.08395 -0.5701 0.0727 -1.0180
C 4.23816 -0.94593 -1.84511 -0.1118 0.0764 0.1400
C 5.13308 -1.06129 -2.88629 0.0547 -0.0078 -0.0720
C 4.72847 -0.86238 -4.20779 -0.0827 0.0013 0.0311
C 3.39683 -0.53438 -4.47665 0.0613 0.0463 0.0482
C 2.48446 -0.42579 -3.45064 0.0520 -0.1807 0.2773
H 4.54947 -1.10321 -0.81818 -0.0404 -0.0062 -0.0411
H 6.16567 -1.31296 -2.67567 -0.0142 0.0090 -0.0046
H 5.44001 -0.96558 -5.01708 -0.0129 0.0262 0.0270
H 3.07542 -0.36659 -5.49843 0.0332 -0.0090 0.0202
H 1.44736 -0.18764 -3.64990 0.1160 0.0633 -0.0742
```
Positions in Å, forces in eV/Å.

Properties
Multiplicity = 2
Charge = +1
E_LUMO (alpha / beta) = -2.28 / -2.30 eV

Atomic partial charges in e from the Löwdin method, atoms 1 to 4:
1 Ir 0.796
2 C -0.040
3 C -0.529
4 C -0.051


The ΔE to the lowest compared entry with this formula, charge and spin results, record by record, are as follows: 1.285 1.351 1.706 1.466 eV.